Entry 1:
83
Properties=species:S:1:pos:R:3:forces:R:3:mulliken_charge:R:1 method="wB97M-V/def2-TZVPD" spin_multiplicity=1 charge=+2 orbital_gap_ev=4.88 relative_energy_kj_mol=158.1
Ce 0.01386 -0.85464 0.00057 -1.11 0.55 -0.35 1.144
S -2.80718 -1.07559 -0.98662 2.47 0.10 -0.53 1.228
S 0.16259 -1.19542 -3.01901 0.78 0.11 0.30 1.336
S 1.20819 2.52586 0.72116 2.21 -0.25 -0.52 0.372
F -4.48644 0.15238 2.63897 -0.99 0.47 0.11 -0.141
F -3.10511 -1.62034 1.96597 -1.22 0.68 0.57 -0.191
F 2.32456 -0.93559 -0.41587 0.54 -0.27 0.91 0.193
F 4.37872 -1.61176 0.39537 2.86 0.04 -0.61 -0.136
O 2.69270 -3.23552 0.15611 -1.09 0.30 0.52 -0.518
O 0.15493 0.12618 -2.34721 0.16 -0.29 0.95 -0.565
O -0.89120 -3.43337 2.71254 0.09 1.08 -1.17 -0.529
O 0.35232 1.25995 0.46228 -0.45 0.07 -0.21 -0.348
O 2.72404 -1.40522 1.91464 0.40 -0.17 -0.77 -0.669
O -1.93127 -2.18265 -0.48833 -0.13 -0.36 0.05 -0.282
O -2.17636 0.29318 2.70103 1.30 0.19 1.00 -0.588
O 1.04874 -1.34157 -4.13419 -0.88 -0.21 0.93 -0.622
O -4.15687 -1.05556 -0.63167 -1.40 -0.02 0.63 -0.552
O 0.46032 -2.16561 -1.84373 -0.64 0.67 -1.07 -0.324
O -1.99778 0.10427 -0.47244 -0.57 0.06 -0.49 0.051
N -0.59858 -3.22882 1.55447 -0.92 -2.46 2.25 0.960
N -0.98988 -0.50269 2.57508 0.16 1.54 -0.21 0.872
N 1.45542 -3.33282 0.40026 1.05 1.46 0.31 0.719
N 1.49992 -0.83887 2.06108 -0.10 -1.20 2.29 1.101
C 3.50311 1.99140 -1.41192 -0.60 1.22 -0.43 0.466
C -0.34102 -4.59494 0.94355 0.66 1.57 -0.38 -0.246
C -2.69154 -1.24362 -2.75636 -0.84 0.19 -0.11 -0.108
C -2.04828 3.25609 0.90782 -0.50 0.44 0.12 0.295
C -1.19763 5.42965 0.36630 1.93 -0.46 0.35 -0.105
C -0.18418 -0.37362 3.57747 -2.43 0.22 0.31 0.345
C -2.92250 -1.90795 -5.45379 -0.23 0.59 -0.10 -0.622
C -3.41684 4.89843 -0.17780 -1.07 0.28 -0.47 -0.564
C 4.73760 1.91399 -2.05857 -1.28 -0.68 0.67 -0.819
C -4.05808 -1.61780 -4.74526 -0.19 -0.02 0.87 -0.700
C -3.25018 3.62033 0.29845 0.16 -0.96 0.68 -0.698
C 5.47259 3.04465 -2.35797 1.42 1.36 0.35 -0.556
C 1.46589 3.37417 -0.88646 0.16 -0.37 0.07 -0.380
C -1.67068 -1.87710 -4.84671 0.14 1.00 0.47 -0.924
C 2.95513 3.31690 -1.26671 -1.32 -2.97 0.21 0.222
C 1.49319 -5.61818 -0.48652 -2.07 -1.00 -0.43 -1.885
C -2.37940 5.81838 -0.14531 -1.66 0.64 -0.98 -0.804
C -1.53145 -1.37017 -3.53149 0.33 -2.05 -1.34 -0.163
C 0.27224 3.69001 1.62758 -2.62 0.07 -0.18 -1.236
C 3.65976 4.39143 -1.68364 0.74 1.69 0.04 -0.293
C -0.58094 0.10704 4.98094 -0.41 -0.62 -2.14 -1.881
C 4.95768 4.32393 -2.18662 -0.84 -0.57 -0.03 -0.711
C -1.01183 4.16760 0.92217 0.61 -0.53 0.66 0.095
C 1.14950 -0.88490 3.32097 0.28 0.26 -0.79 0.151
C -3.93713 -1.41577 -3.36602 0.41 0.26 -0.20 -0.703
C 0.88542 -4.52300 0.31405 -0.66 -1.81 -1.62 0.945
C 1.97701 -1.30670 4.48500 0.93 0.59 -0.07 -1.650
C -1.07689 -5.84684 1.23767 0.93 0.80 1.21 -1.457
B -3.33591 -0.36535 2.44907 1.56 -2.49 -1.15 0.488
B 3.12734 -1.68019 0.57064 -2.06 0.07 -0.36 0.614
H -0.93358 -6.56171 0.43972 0.32 -0.35 0.17 0.423
H -1.64381 0.33667 5.01029 0.22 0.22 0.02 0.374
H -2.11599 -5.75447 1.45551 -0.88 0.58 -0.10 0.422
H 0.93337 4.43977 2.00728 0.66 0.60 -0.15 0.675
H 3.32590 5.40230 -1.54737 -0.81 0.24 0.00 0.369
H 0.03720 0.94239 5.20983 0.35 0.72 0.62 0.421
H 1.85835 -0.63808 5.34107 -0.50 -0.19 -0.11 0.518
H -3.06714 -2.00033 -6.51028 0.50 -0.56 -0.47 0.409
H -4.38050 5.22509 -0.57578 0.27 -0.27 0.06 0.398
H -0.38713 -0.72843 5.62416 0.22 -0.28 0.62 0.540
H 1.64705 -6.47293 0.14357 1.09 -0.37 0.43 0.469
H -1.98133 2.34023 1.48656 0.07 -0.07 -0.41 0.299
H -4.80792 -1.37612 -2.74968 -0.42 0.22 0.21 0.631
H -2.55868 6.81457 -0.58270 0.36 -0.57 0.40 0.382
H -0.35466 6.07451 0.28714 0.56 0.65 0.24 0.539
H 0.70898 -6.09001 -1.16991 0.85 1.15 0.47 0.408
H 0.81771 2.82683 -1.60382 0.40 0.27 0.35 0.261
H 1.83738 -2.33348 4.80750 -0.33 -0.17 -0.07 0.267
H 3.02254 -1.19442 4.25306 0.43 -0.22 -0.36 0.429
H -0.66582 -6.14453 2.25978 -0.11 -0.20 -1.27 0.338
H -0.05061 3.12354 2.49995 0.06 -0.10 0.24 0.430
H 1.04558 4.36757 -0.74475 0.16 0.14 -0.15 0.521
H -4.02066 2.84945 0.30664 -0.18 0.52 -0.20 0.471
H -5.03351 -1.56756 -5.23451 0.32 -0.16 0.27 0.433
H 2.31914 -5.24727 -1.05553 0.62 -0.28 -0.15 0.422
H 5.37451 5.30012 -2.47403 0.51 -0.93 0.21 0.380
H -0.79826 -2.11219 -5.44571 0.05 0.17 0.22 0.539
H 6.54688 2.95386 -2.51890 -0.34 -0.22 -0.81 0.373
H 5.07899 0.95815 -2.39940 0.52 -0.45 0.34 0.471
H 2.88833 1.10281 -1.08070 1.00 1.09 -0.74 -0.240

Entry 2:
62
Properties=species:S:1:pos:R:3:forces:R:3:mulliken_charge:R:1 method="wB97M-V/def2-TZVPD" spin_multiplicity=1 charge=-1 orbital_gap_ev=6.00
Ba -0.23625 0.32059 0.03724 -2.11 2.74 0.31 1.439
Te -1.80174 2.05924 2.29410 -0.64 0.93 0.38 -0.261
O -3.12796 0.14015 -4.82020 0.77 0.45 0.49 -0.694
N -1.61654 1.79481 -4.62097 0.17 0.30 -0.11 -0.031
C -2.16542 -1.19570 0.14176 -0.52 -2.36 -0.47 0.116
C 2.20130 0.21775 -5.75523 -0.13 0.15 0.11 -0.657
C -1.12839 1.00122 3.96504 0.28 -0.58 0.94 -0.386
C -1.56696 -0.04262 6.13352 0.06 0.10 -0.19 -0.460
C -1.67032 0.13798 -2.84839 -0.11 -0.19 0.17 -1.093
C 0.96000 0.71796 -5.35166 0.16 0.11 0.02 -0.105
C 0.88882 1.85821 -4.54947 0.30 -0.30 -0.26 0.826
C 2.27274 0.08380 0.85818 0.71 0.77 -0.44 -0.393
C 1.73743 1.57407 -0.84226 2.15 -0.03 0.28 -0.603
C -1.35580 -1.61846 1.25063 -1.04 -1.12 -0.48 -1.013
C 1.94196 1.45405 0.57625 1.70 0.28 -0.68 -0.432
C 2.07065 2.48311 -4.15296 0.10 -0.02 -0.08 -0.256
C 1.94887 0.27304 -1.42423 0.99 0.75 0.19 -0.078
C -0.22142 -2.30684 0.72680 -0.55 -0.18 0.30 -0.386
C 0.23194 0.60673 4.08836 -0.97 0.08 0.22 0.129
C -0.42402 2.43559 -4.08398 -0.47 0.12 0.25 -1.000
C -2.21996 0.65521 -4.16935 -0.34 -0.29 -0.44 0.065
C -0.31342 -2.31440 -0.68516 -0.81 -0.09 -0.62 -0.915
C -2.02576 0.66040 5.01964 1.02 0.02 -0.54 -0.391
C 3.37437 0.85349 -5.36264 -0.14 0.03 0.03 -0.466
C 2.29058 -0.62285 -0.37633 0.65 0.24 -0.12 -0.690
C 0.66651 -0.09892 5.20975 -0.12 0.03 -0.02 -0.578
C -1.99135 -1.33715 -2.47926 0.12 0.22 0.11 3.620
C -1.29030 -2.26826 -3.45479 -0.15 -0.22 -0.56 -2.218
C -3.48686 -1.58912 -2.45456 -0.71 -0.30 -0.60 -2.011
C -0.22618 -0.42506 6.23310 -0.01 0.06 -0.10 -0.395
C 3.30469 1.98976 -4.55792 -0.07 -0.01 -0.02 -0.611
C -1.50541 -1.62148 -1.09651 -0.15 -1.31 2.79 -1.305
H 1.66708 2.21765 1.31876 0.31 -0.38 -0.41 0.448
H -2.98760 -0.46439 0.19822 0.34 -0.60 0.11 0.251
H -1.67771 -2.10157 -4.46692 0.09 -0.05 0.06 0.473
H 1.81260 0.03016 -2.48612 0.18 0.03 0.51 0.056
H -0.20470 -2.11252 -3.46788 -0.15 0.01 0.04 0.254
H -2.26422 -0.29312 6.93316 0.14 0.03 -0.14 0.326
H 0.92371 0.86939 3.29136 -0.04 -0.05 0.18 0.226
H 2.49439 -1.69644 -0.49469 -0.14 0.69 0.08 0.406
H -0.47074 3.49808 -4.35860 0.01 -0.21 0.08 0.539
H -0.57715 0.27470 -2.86732 -0.16 -0.16 0.00 -0.097
H -0.45813 2.40782 -2.98190 -0.03 0.08 -0.37 -0.002
H 0.42935 -2.72674 -1.38283 -0.41 0.15 0.50 0.361
H 0.61089 -2.70855 1.32320 -0.52 0.20 -0.38 0.332
H 2.24014 -0.66947 -6.38051 0.01 0.09 0.08 0.397
H -3.67992 -2.60990 -2.09620 0.09 0.28 -0.01 0.452
H 4.33842 0.46438 -5.67776 -0.12 0.05 0.06 0.372
H -1.48656 -3.31494 -3.18388 0.08 0.27 -0.03 0.450
H -1.51571 -1.31980 2.29883 0.05 -0.28 -0.64 0.452
H 1.71434 -0.39497 5.28352 -0.24 0.05 0.01 0.358
H 0.12209 -0.97399 7.10657 -0.07 0.10 -0.16 0.341
H -4.00225 -0.89397 -1.78469 0.09 -0.10 -0.07 0.328
H -1.94236 2.10288 -5.52816 0.01 -0.09 0.15 0.294
H 1.29755 2.44232 -1.35110 0.38 -0.32 0.25 0.269
H 2.41729 -0.34356 1.86122 -0.03 0.21 -0.64 0.276
H -3.90437 -1.47912 -3.45800 -0.07 -0.02 0.18 0.482
H 2.02048 3.35950 -3.50776 0.05 -0.14 -0.13 0.368
H -3.06429 0.96232 4.93267 0.09 -0.06 0.05 0.341
H 4.21535 2.48997 -4.23945 -0.14 -0.10 -0.02 0.380
H -2.04929 0.81356 -2.05670 -0.10 -0.16 -0.30 0.738
H 0.04604 0.22220 -5.67288 0.16 0.06 0.08 0.359

Entry 3:
70
Properties=species:S:1:pos:R:3:forces:R:3:mulliken_charge:R:1 method="wB97M-V/def2-TZVPD" spin_multiplicity=4 charge=+1 orbital_gap_ev="7.24 / 7.13" relative_energy_kj_mol=12.6
Br -1.29077 -3.94378 -0.29551 0.09 0.15 0.07 -0.110
Se 1.45206 1.06687 -1.09545 0.21 0.05 -0.21 0.521
Ge 4.38615 0.37322 0.11208 -0.02 -0.10 -0.08 0.506
Cr -0.50677 -0.26501 -0.07849 -0.28 -0.13 0.19 -0.614
O 0.14074 2.25200 3.00719 -0.01 0.16 0.16 -0.729
O -6.18136 -2.74334 0.48136 0.02 -0.03 0.01 -0.536
O -3.55985 0.16417 -2.53294 -0.19 0.13 -0.21 -0.679
N 0.59520 -0.97345 1.59950 0.19 -0.06 0.07 0.943
N -0.81106 1.20489 1.16759 -0.38 0.42 0.13 1.471
N -0.41615 -1.29906 -1.94417 0.15 0.04 -0.10 0.930
N -2.26418 -1.44699 0.58062 0.04 -0.32 -0.20 0.540
N -1.78876 0.75658 -1.14418 -0.21 0.35 -0.06 1.421
C 3.80384 -1.46068 0.44359 0.04 -0.11 0.03 -0.287
C -1.74334 2.20692 0.73335 0.46 -0.23 0.28 -0.401
C 0.53209 -2.45707 -3.79523 0.04 -0.09 -0.13 -0.875
C -2.61765 -2.68759 0.19984 -0.02 0.30 0.09 0.027
C 1.33228 -0.20587 3.74070 0.11 0.05 0.19 -1.014
C -3.91068 -3.15099 0.16666 -0.01 -0.12 -0.02 -0.717
C -3.08491 4.19489 0.87309 0.06 0.01 0.09 -0.736
C -4.92884 -2.28987 0.56103 -0.15 -0.15 -0.05 0.832
C 0.68633 2.82567 -1.37323 -0.01 -0.02 -0.01 -1.266
C 0.69158 -0.00892 2.53824 -0.24 0.00 -0.29 0.531
C -2.42608 0.05079 -2.11867 0.33 0.08 0.33 -0.243
C 1.12255 -2.17411 1.87346 -0.18 0.17 -0.16 -0.491
C -4.58987 -1.02861 1.03106 -0.23 0.07 0.08 -0.775
C -0.02251 1.30444 2.26375 -0.16 -0.19 -0.29 -0.132
C 2.82709 1.58282 0.18106 -0.20 -0.08 0.09 -1.232
C 1.86517 -1.45530 4.01937 0.02 -0.02 0.05 -0.468
C -3.26682 2.77090 -1.06053 -0.09 0.04 -0.10 -0.709
C 1.74672 -2.45814 3.06995 -0.01 -0.07 0.18 -0.997
C -2.12829 3.34871 1.43007 0.04 -0.05 0.01 -1.093
C -3.27359 -0.66486 1.02560 0.36 0.02 0.04 -0.888
C -1.46716 -0.96620 -2.71072 0.09 0.24 0.29 0.448
C -0.57893 -2.15010 -4.56772 -0.05 -0.03 -0.06 -0.520
C -2.31806 1.92320 -0.51246 0.10 -0.58 -0.31 0.213
C 0.56690 -2.02673 -2.48814 -0.17 -0.10 0.28 -0.310
C 5.66405 0.90861 1.46601 0.08 0.05 0.12 -1.173
C -3.64720 3.91149 -0.36099 -0.02 -0.03 -0.02 -0.751
C -1.59943 -1.39744 -4.01201 -0.14 -0.11 -0.18 -0.891
C 5.10471 0.49071 -1.69077 0.12 0.05 -0.08 -1.186
H -4.13814 -4.15840 -0.15495 0.01 0.09 0.02 0.484
H -3.38539 5.08535 1.41489 0.04 -0.09 -0.04 0.435
H -2.98942 0.31019 1.38861 0.01 0.00 -0.05 0.863
H 3.16296 2.56224 -0.15508 -0.03 0.10 0.00 0.611
H 5.21118 0.86311 2.45943 0.07 0.02 -0.07 0.361
H -5.34075 -0.33006 1.38081 0.05 -0.04 -0.01 0.390
H 2.13704 -3.45306 3.24022 0.00 0.06 0.01 0.472
H 1.05360 -2.92619 1.10142 -0.09 0.00 -0.03 0.377
H 6.02928 1.92267 1.29162 -0.02 -0.08 0.03 0.386
H -0.12591 2.72414 -2.08502 -0.04 0.00 -0.02 0.344
H -2.48665 -1.11264 -4.56217 0.04 0.00 0.00 0.600
H 3.66556 -1.63798 1.51396 0.06 0.04 -0.22 0.151
H -0.64223 -2.48453 -5.59500 0.01 0.01 0.01 0.456
H 1.36064 -3.02622 -4.19623 -0.06 0.02 0.02 0.499
H 1.39242 -2.29096 -1.84065 0.06 0.07 0.04 0.262
H 2.86141 -1.67690 -0.06849 0.12 -0.01 0.01 -0.483
H 2.35946 -1.64686 4.96511 -0.04 0.02 -0.07 0.470
H 1.47245 3.45029 -1.78345 0.06 0.04 -0.04 0.520
H -4.39194 4.57562 -0.78441 0.06 -0.05 0.02 0.444
H 0.31794 3.22536 -0.43440 0.01 0.01 0.04 0.340
H 4.56310 -2.15506 0.07290 -0.08 0.05 0.04 0.545
H 6.51511 0.22428 1.44072 -0.03 0.08 0.04 0.374
H -6.81339 -2.07530 0.77204 -0.03 0.02 0.00 0.315
H 5.62497 1.43906 -1.84986 -0.07 -0.10 0.00 0.341
H 5.81779 -0.32156 -1.85126 -0.04 0.08 -0.03 0.411
H -1.68040 3.57143 2.38613 0.01 -0.01 0.00 0.522
H 1.37285 0.62624 4.43260 0.01 -0.07 -0.01 0.605
H 4.30560 0.40288 -2.42964 0.06 -0.01 0.01 0.373
H -3.70330 2.53640 -2.02120 0.00 0.00 0.05 0.519
H 2.37900 1.69366 1.16737 0.05 0.02 0.03 0.451